No. 1
Entry from the OMol25 dataset: a cluster of 2 separate species, C2H9NS in total (the ωB97M-V functional and the def2-TZVPD basis).

Results
- ΔE to the lowest compared entry with this formula, charge and spin: 1.7 kcal per mole
- Spin multiplicity: 2
- E_LUMO (alpha / beta): 0.1301 / 0.1282 Ha
- Highest occupied orbital energy (alpha / beta): 0.0480 / -0.1860 hartree
- Total charge: -1

XYZ file:
```
13
Properties=species:S:1:pos:R:3:forces:R:3
S -2.463454 -0.460889 -2.382410 -0.1 0.2 0.1
H -3.773466 -0.186007 -2.590522 -0.1 -0.1 -0.1
C 1.878566 -0.346909 0.997907 -0.6 -0.1 0.4
C 0.373053 -0.418625 0.632522 0.0 0.6 -0.2
N -0.196002 0.825921 0.115434 0.1 -0.6 0.0
H 2.430852 -1.144091 0.517384 0.2 -0.2 -0.2
H 2.025509 -0.460395 2.079532 0.1 0.1 -0.1
H 2.285274 0.611466 0.694857 0.2 0.1 -0.1
H -0.217484 -0.691631 1.512291 0.1 -0.2 -0.2
H 0.223716 -1.180974 -0.137050 0.0 -0.1 0.2
H -0.685750 1.397509 0.780765 0.1 0.2 0.1
H 0.431400 1.334646 -0.484950 -0.1 0.2 0.1
H -2.312214 0.719979 -1.735761 0.1 -0.1 0.0
```
Forces are in eV/Å.

No. 2
Entry from the OMol25 dataset: a structure of composition C4H5O6Rb at a distorted geometry (the ωB97M-V functional and the def2-TZVPD basis).

Results
- ΔE to the lowest compared entry with this formula, charge and spin: 20.7 kcal per mole
- Spin multiplicity: 2
- E_LUMO (alpha / beta): -0.1539 / -0.2350 Ha
- Highest occupied orbital energy (alpha / beta): -0.4842 / -0.4842 hartree
- Total charge: +1

XYZ file:
```
16
Properties=species:S:1:pos:R:3:forces:R:3
O -1.544675 1.648372 0.321479 0.0 -0.1 0.2
C -2.707614 1.300774 0.483005 -0.6 -3.5 -1.1
O -3.508925 2.213757 0.848363 -0.3 -0.3 0.1
Rb 1.832340 3.000513 0.624922 -0.2 -0.1 0.0
O -3.229237 -0.015315 0.244964 -0.4 3.2 0.9
O -1.353639 -2.925219 -0.902251 0.2 1.2 0.0
C -1.010205 -4.171111 -0.628674 -1.2 -0.7 1.8
O -1.793063 -5.041300 -0.340453 0.5 0.1 -0.6
O 0.311047 -4.224999 -0.515412 0.6 -0.2 -0.9
C -2.595960 -2.424297 -0.399581 -1.4 -0.1 -0.2
C -2.261767 -0.956667 -0.233888 1.2 0.9 0.3
H 0.588162 -5.146766 -0.604239 -0.1 -0.1 0.3
H -2.882281 -2.848416 0.570610 0.2 -0.3 -0.4
H -3.366696 -2.610346 -1.156427 0.0 0.0 0.4
H -1.982411 -0.577806 -1.229886 0.8 -0.2 0.6
H -1.537413 -0.972523 0.598588 0.7 0.2 -1.1
```
Forces are in eV/Å.

No. 3
Entry from the OMol25 dataset: an isolated molecule of H3O4P at a distorted geometry (the ωB97M-V functional and the def2-TZVPD basis).

Results
- ΔE to the lowest compared entry with this formula, charge and spin: 0.0 kcal per mole
- E_LUMO: 0.0292 Ha
- Highest occupied orbital energy: -0.3687 hartree

XYZ file:
```
8
Properties=species:S:1:pos:R:3:forces:R:3
O -1.955235 -0.457847 -0.486988 -1.1 1.6 -1.4
O -0.859342 -0.057530 0.292136 2.5 -0.6 -0.5
P 0.685069 -0.393910 -0.644691 -1.7 0.1 0.7
O 1.468883 -1.341960 0.419184 -1.1 -2.1 0.0
O 1.275098 1.028928 -0.187125 -0.6 0.1 0.7
H -2.172400 0.412011 -0.951296 0.1 -1.7 0.7
H 1.106637 -2.298419 0.384798 0.9 2.2 0.0
H 0.626857 1.273133 0.520914 0.9 0.4 -0.4
```
Forces are in eV/Å.

No. 4
Entry from the OMol25 dataset: a cluster of 2 separate species, C8H15NO3 in total (the ωB97M-V functional and the def2-TZVPD basis).

Results
- ΔE to the lowest compared entry with this formula, charge and spin: 69.1 kcal per mole
- E_LUMO: 0.0239 Ha
- Highest occupied orbital energy: -0.2879 hartree

XYZ file:
```
27
Properties=species:S:1:pos:R:3:forces:R:3
C 1.166938 -1.937076 1.542076 -0.1 -0.1 0.0
C 0.125432 -1.422044 0.551064 -0.1 0.0 0.1
C 0.183125 0.087789 0.459010 -0.1 -0.3 -0.2
O -0.628881 0.769083 1.077625 -0.3 0.1 0.4
N 1.142001 0.662032 -0.291674 0.2 0.2 -0.1
C 1.265058 2.104365 -0.319784 -0.2 0.2 0.1
C 2.178953 -0.017496 -1.026901 0.1 -0.1 -0.1
H 2.178737 -1.735160 1.194325 0.1 0.0 0.0
H 1.030784 -1.453370 2.508172 0.0 0.0 0.0
H 1.056197 -3.011503 1.682225 0.1 0.0 0.0
H 0.253647 -1.886267 -0.428116 0.0 0.0 0.0
H -0.875262 -1.666911 0.913621 0.1 0.1 -0.1
H 2.244031 2.401890 0.063039 0.0 0.0 0.0
H 1.156027 2.471643 -1.341925 0.0 0.0 0.0
H 0.484659 2.538361 0.301894 0.2 0.0 -0.1
H 2.240225 0.402200 -2.034480 0.0 -0.1 0.0
H 3.146555 0.131552 -0.536860 0.0 0.0 -0.1
H 1.988465 -1.081282 -1.111501 0.0 0.0 0.0
C -4.089881 -0.710895 0.171063 -0.1 -0.1 0.1
C -3.672229 0.382711 -0.388675 0.0 0.1 -0.2
C -3.219552 1.452221 -0.987013 0.2 0.2 0.0
O -2.205837 2.241504 -0.528618 -0.4 0.1 -0.4
O -3.742986 1.911716 -2.162318 0.2 0.0 0.3
H -4.884077 -0.711957 0.907805 -0.1 0.0 0.1
H -3.665783 -1.677808 -0.069482 0.1 -0.1 0.0
H -1.741405 1.795190 0.206708 0.1 -0.2 0.1
H -3.289719 2.740153 -2.359953 0.0 0.0 0.0
```
Forces are in eV/Å.

No. 5
Entry from the OMol25 dataset: a cluster of 2 separate species, C21H25NO4S2 in total at a distorted geometry (the ωB97M-V functional and the def2-TZVPD basis).

Results
- E_LUMO: -0.0113 Ha
- Highest occupied orbital energy: -0.3120 hartree

XYZ file:
```
53
Properties=species:S:1:pos:R:3:forces:R:3
O -1.902093 -0.317357 -2.620814 0.6 -0.3 0.0
S -0.466330 -0.449278 -2.519418 0.0 0.1 -0.3
O 0.117619 -1.683813 -2.034006 -0.4 0.7 -0.2
C 0.174316 0.927060 -1.617351 0.4 0.2 1.1
C 0.337744 0.912080 -0.272401 0.1 -0.2 -1.6
C 0.953601 2.053383 0.381849 0.2 1.6 0.7
C 0.480504 3.359540 0.104916 0.1 -0.3 0.6
C 1.123119 4.481743 0.629957 0.0 -0.2 0.0
C 2.258346 4.328042 1.432665 -0.2 -0.3 -0.1
C 2.716153 3.040419 1.746127 -0.1 -0.2 -0.1
C 2.051366 1.912410 1.248262 -0.2 -0.1 -0.3
S 0.756619 2.262962 -2.663432 -0.3 0.0 -1.1
O 2.105562 2.657013 -2.343041 -0.6 -0.1 0.0
O -0.287216 3.254523 -2.829101 0.7 -0.4 0.1
C 0.818487 1.291160 -4.181315 -0.1 0.0 0.5
C 1.398333 1.753071 -5.359298 0.0 -0.1 0.0
C 1.474981 0.890567 -6.456459 -0.2 -0.1 0.3
C 0.962536 -0.415135 -6.361208 -0.1 0.2 0.2
C 0.357526 -0.850417 -5.178673 0.0 0.0 -0.1
C 0.288528 0.016474 -4.091081 0.0 -0.3 0.0
H 0.044733 0.032758 0.310818 0.1 0.1 0.0
H -0.431039 3.486707 -0.473237 0.3 0.0 0.0
H 0.717092 5.471564 0.391236 0.3 -0.4 0.2
H 2.765736 5.207100 1.833477 -0.1 -0.3 -0.1
H 3.602292 2.896640 2.377853 -0.5 0.1 -0.3
H 2.380948 0.888650 1.469200 0.1 0.5 0.0
H 1.785179 2.770887 -5.393263 0.0 -0.3 -0.1
H 1.940951 1.236732 -7.383400 -0.2 -0.2 0.4
H 1.033587 -1.095993 -7.213522 0.0 0.3 0.3
H -0.046752 -1.856305 -5.075707 0.1 0.2 -0.1
C -0.320529 -3.727658 4.104277 0.0 -0.1 0.2
C -0.922483 -3.287056 2.778639 -0.4 0.1 -0.1
C -0.169447 -3.997991 1.655718 0.0 0.0 -0.1
C -0.892624 -1.751477 2.714625 0.4 -0.1 0.4
C -1.849682 -1.126107 3.762192 0.0 -0.2 -0.1
C -2.678438 -0.071709 3.020694 0.2 0.5 -0.1
C -2.478606 -0.366031 1.524006 -0.3 -0.5 -0.2
N -1.241019 -1.147611 1.441775 -0.3 0.4 -0.3
H 0.688555 -3.302475 4.178707 -0.1 -0.1 0.1
H -0.907594 -3.394726 4.964153 0.1 0.0 0.0
H -0.232066 -4.817737 4.145039 0.0 0.1 0.1
H -1.995067 -3.559652 2.727534 0.4 -0.1 0.1
H 0.848321 -3.594067 1.557228 -0.2 -0.1 -0.1
H -0.078033 -5.062189 1.913348 0.0 0.2 -0.2
H -0.680569 -3.939173 0.687085 0.2 0.1 0.1
H 0.129259 -1.411662 2.969885 -0.1 -0.3 -0.1
H -2.514538 -1.880278 4.197142 0.2 0.0 -0.1
H -1.259768 -0.680479 4.567179 -0.3 -0.1 0.0
H -3.746683 -0.109054 3.267571 0.3 0.1 0.1
H -2.291098 0.916933 3.303546 -0.2 -0.1 -0.3
H -3.334449 -0.957026 1.142507 0.2 0.3 0.1
H -2.394779 0.535499 0.901190 -0.1 -0.1 0.2
H -1.191092 -1.731463 0.616326 -0.1 -0.2 0.3
```
Forces are in eV/Å.

No. 6
Entry from the OMol25 dataset: an isolated molecule of C12H10S at a distorted geometry (the ωB97M-V functional and the def2-TZVPD basis).

Results
- ΔE to the lowest compared entry with this formula, charge and spin: 0.0 kcal per mole
- E_LUMO: 0.0322 Ha
- Highest occupied orbital energy: -0.3024 hartree

XYZ file:
```
23
Properties=species:S:1:pos:R:3:forces:R:3
C -0.942143 3.191489 -1.408942 -0.1 0.6 0.7
C -1.356145 1.893376 -1.725825 0.9 -0.1 0.1
C -1.241909 0.871118 -0.772772 0.2 0.8 -0.4
C -0.748321 1.134767 0.500487 -0.9 0.7 -0.6
S -0.659544 -0.158838 1.692526 0.8 -0.3 -0.5
C 0.367264 -1.217867 0.650818 -0.2 -0.8 0.4
C 1.578924 -0.800095 0.079420 0.4 -0.8 0.0
C 2.322735 -1.738223 -0.706037 -0.1 2.4 0.0
C 1.801809 -2.978341 -1.016759 -0.6 -0.2 1.1
C 0.655704 -3.424273 -0.340298 -0.7 1.0 -0.2
C -0.083412 -2.542029 0.473796 0.7 -0.7 0.2
C -0.453221 2.453888 0.832959 0.3 -0.2 0.1
C -0.504745 3.482250 -0.082774 -1.0 0.6 -1.4
H -1.013673 4.020978 -2.140422 0.1 -0.7 0.5
H -1.629427 1.602281 -2.746970 -0.1 0.4 0.4
H -1.489534 -0.127654 -1.068061 -0.2 -0.4 0.0
H 1.966087 0.226274 0.282284 -0.4 -1.0 -0.3
H 3.269605 -1.341157 -1.153254 -0.9 -0.7 0.4
H 2.293480 -3.624316 -1.705533 0.4 -0.4 -0.3
H 0.203197 -4.392434 -0.531681 0.4 -0.1 0.0
H -0.946943 -2.971944 1.039548 0.7 0.8 -0.7
H -0.139871 2.645790 1.830398 0.2 0.2 0.7
H -0.339444 4.547224 0.208825 0.1 -1.2 -0.2
```
Forces are in eV/Å.

No. 7
Entry from the OMol25 dataset: an isolated molecule of C7H8F2OS at a distorted geometry (the ωB97M-V functional and the def2-TZVPD basis).

Results
- Spin multiplicity: 3
- E_LUMO (alpha / beta): 0.0291 / -0.0904 Ha
- Highest occupied orbital energy (alpha / beta): -0.2231 / -0.3557 hartree

XYZ file:
```
19
Properties=species:S:1:pos:R:3:forces:R:3
C 1.472904 0.511343 1.494270 0.8 -6.2 -1.6
C 0.907660 1.670312 1.354577 -1.4 6.4 0.5
C 0.972953 -0.500742 0.581434 3.1 0.6 4.7
C 0.234210 -0.324800 -0.603374 -2.3 1.3 -3.2
C -0.154072 1.934695 0.289169 0.9 2.8 -0.2
C 0.023449 1.137645 -1.034886 -2.2 -1.4 -0.8
C -1.268707 -2.411878 -0.283633 1.0 -2.0 -0.3
O -1.275111 -0.952233 -2.598857 -0.4 0.1 -0.8
F 1.259921 -1.769418 0.952982 0.4 -0.3 -0.4
F 1.167443 1.369252 -1.783231 0.5 1.2 0.1
S -0.318278 -1.614197 -1.715229 -0.5 0.5 2.5
H 2.253675 0.167664 2.206510 -0.9 0.5 -0.4
H 1.086604 2.559786 2.073025 -0.1 -1.7 -1.3
H -1.077888 1.581686 0.737937 -0.6 0.2 -0.3
H -0.209653 3.141396 0.160557 -0.1 -3.0 -0.1
H -0.900014 1.295424 -1.830973 2.2 -0.6 2.3
H -1.911126 -1.770993 0.312637 -0.2 0.4 -0.5
H -0.421628 -2.716604 0.408596 -1.3 -0.2 -1.0
H -1.842340 -3.308338 -0.721511 0.9 1.4 0.8
```
Forces are in eV/Å.

No. 8
Entry from the OMol25 dataset: an isolated molecule of C5H10O2 (the ωB97M-V functional and the def2-TZVPD basis).

Results
- ΔE to the lowest compared entry with this formula, charge and spin: 33.7 kcal per mole
- E_LUMO: 0.0377 Ha
- Highest occupied orbital energy: -0.3616 hartree

XYZ file:
```
17
Properties=species:S:1:pos:R:3:forces:R:3
O 2.827794 -0.488078 -0.849456 0.1 0.4 0.0
C 1.742298 -0.936894 -0.075605 -0.3 0.0 0.2
C 0.421531 -0.256766 -0.441714 -0.1 -0.3 0.1
C -0.713888 -0.780938 0.414585 -0.1 -0.1 0.1
C -1.812710 0.294262 0.302637 0.2 -0.2 0.0
C -0.968040 1.565649 0.036084 0.2 0.0 0.0
O 0.410774 1.144553 -0.162689 -0.3 0.0 0.1
H 2.810241 0.474571 -0.783142 0.2 0.0 -0.1
H 1.940797 -0.827581 1.004280 -0.1 0.1 -0.2
H 1.646545 -2.015249 -0.274770 -0.1 0.3 0.0
H 0.264213 -0.424508 -1.522003 -0.2 0.1 0.2
H -0.338153 -0.779138 1.446028 -0.1 -0.2 -0.1
H -0.990782 -1.801178 0.139496 -0.2 0.2 0.1
H -2.398078 0.360111 1.228744 0.2 0.1 -0.2
H -2.534746 0.097142 -0.501097 0.4 0.0 0.1
H -0.993069 2.257215 0.888498 0.2 -0.2 -0.2
H -1.314719 2.116824 -0.849879 0.1 -0.2 0.1
```
Forces are in eV/Å.